9
Properties=species:S:1:pos:R:3:nbo_charge:R:1 method="wB97M-V/def2-TZVPD" total_charge=0 e_homo_ev=-9.0 smiles="C=C=NCCl" spin_multiplicity=1 lumo_energy_ev=0.638
C -1.82 -1.11 -0.01 -0.676
C -0.77 -0.35 -0.09 0.508
N 0.08 0.54 -0.21 -0.465
C 1.35 0.94 0.06 -0.182
Cl 2.75 -0.29 -0.05 -0.176
H -2.40 -1.31 0.88 0.253
H -2.51 -1.20 -0.85 0.254
H 1.75 1.52 -0.84 0.240
H 1.57 1.25 1.11 0.244



76
Properties=species:S:1:pos:R:3:mulliken_charge:R:1 method="wB97M-V/def2-TZVPD" total_charge=0 e_homo_ev=-8.2 spin_multiplicity=1 lumo_energy_ev=-0.602
Y -0.83 0.35 -0.13 1.449
Cl -2.32 -2.99 1.52 1.869
O -3.23 -3.36 0.48 -0.675
O -1.69 -1.72 1.15 -1.050
O -3.06 -2.87 2.75 -0.715
O -1.23 -3.92 1.64 -0.683
Cl -4.32 0.06 -2.04 1.937
O -5.03 1.22 -1.63 -0.666
O -5.11 -1.11 -1.91 -0.687
O -3.86 0.17 -3.40 -0.719
O -3.13 -0.05 -1.20 -1.146
Cl -1.02 4.08 -0.28 1.765
O -0.48 3.73 1.02 -0.720
O -1.44 2.82 -0.89 -0.779
O -2.13 4.97 -0.18 -0.680
O 0.00 4.68 -1.10 -0.713
C 4.44 2.37 -0.20 -0.179
C 3.92 3.26 0.89 -0.371
O 2.59 2.77 1.06 -0.350
C 2.27 2.07 -0.01 0.476
O 1.22 1.52 -0.16 0.354
O 3.24 2.13 -0.94 -0.301
H 4.91 1.43 0.12 0.022
H 5.17 2.88 -0.83 0.359
H 3.94 4.32 0.65 0.305
H 4.55 3.14 1.78 0.308
C 1.00 0.76 -5.61 -0.366
C -0.14 -0.31 -5.78 -0.318
O -0.80 -0.28 -4.52 -0.218
C -0.19 0.54 -3.69 0.198
O -0.55 0.77 -2.57 -0.264
O 0.85 1.15 -4.25 -0.326
H 0.66 1.63 -6.19 0.288
H 1.99 0.44 -5.90 0.315
H 0.37 -1.27 -5.89 0.162
H -0.83 -0.10 -6.58 0.291
C 3.83 -3.13 0.89 -0.403
C 4.45 -1.73 0.87 -0.427
O 3.29 -0.89 1.10 -0.225
C 2.20 -1.59 0.78 -0.274
O 1.10 -1.15 0.62 0.724
O 2.45 -2.90 0.67 -0.333
H 4.08 -3.68 1.80 0.286
H 4.21 -3.74 0.07 0.304
H 4.93 -1.48 -0.08 0.262
H 5.17 -1.50 1.65 0.333
C -5.76 1.99 2.30 -0.468
C -4.98 1.99 3.63 -0.328
O -3.64 1.92 3.16 -0.270
C -3.58 1.50 1.90 0.428
O -2.61 1.06 1.38 0.832
O -4.82 1.56 1.35 -0.169
H -6.02 3.02 2.04 0.321
H -6.65 1.38 2.36 0.298
H -5.20 1.06 4.17 0.259
H -5.04 2.90 4.22 0.274
C -0.13 -5.04 -2.21 -0.393
C 0.14 -4.29 -3.55 -0.478
O -0.24 -2.96 -3.26 -0.159
C -0.37 -2.81 -1.93 0.214
O -0.52 -1.79 -1.34 0.695
O -0.19 -3.96 -1.30 -0.324
H 0.74 -5.64 -1.97 0.292
H -1.02 -5.66 -2.26 0.265
H -0.38 -4.62 -4.45 0.333
H 1.21 -4.42 -3.73 0.259
C 1.11 1.27 5.28 -0.499
C 2.32 0.73 4.52 -0.409
O 1.78 0.46 3.21 -0.043
C 0.52 0.86 3.15 -0.036
O -0.23 0.73 2.22 -0.158
O 0.12 1.44 4.28 -0.354
H 1.36 2.18 5.82 0.320
H 0.78 0.63 6.10 0.273
H 2.57 -0.27 4.89 0.271
H 3.27 1.26 4.45 0.329



37
Properties=species:S:1:pos:R:3:nbo_charge:R:1 method="wB97M-V/def2-TZVPD" total_charge=-1 e_homo_ev=-5.9 spin_multiplicity=1 lumo_energy_ev=2.881
Mg 0.11 0.18 0.12 1.748
O 2.61 0.00 -2.99 -0.668
C 1.71 -0.21 -2.19 0.786
O 1.76 -0.02 -0.91 -0.919
C 0.41 -0.87 -2.71 -0.352
C 0.05 -2.07 -1.83 0.078
C -0.88 -3.05 -2.53 -0.428
C -2.22 -2.26 -2.54 -0.431
C -1.82 -0.97 -1.83 0.091
O -0.85 -1.46 -0.84 -0.615
C -0.95 -0.07 -2.72 -0.365
C -1.01 1.38 -2.19 0.787
O -1.26 2.27 -3.00 -0.668
O -0.88 1.52 -0.92 -0.920
H 0.63 -1.20 -3.73 0.227
H 0.89 -2.51 -1.29 0.225
H -0.97 -3.97 -1.96 0.211
H -0.51 -3.29 -3.53 0.212
H -2.98 -2.79 -1.97 0.211
H -2.60 -2.06 -3.54 0.212
H -2.62 -0.46 -1.30 0.223
H -1.34 -0.04 -3.73 0.228
C -1.45 -0.04 5.41 -0.584
C 0.00 -0.01 4.92 -0.184
C 0.71 1.23 5.49 -0.585
C 0.72 -1.27 5.41 -0.584
C 0.03 0.04 3.44 -0.065
C 0.06 0.09 2.23 -0.701
H -1.48 -0.07 6.50 0.187
H -1.97 -0.91 5.02 0.209
H -1.99 0.85 5.07 0.212
H 0.69 1.21 6.58 0.187
H 0.21 2.14 5.15 0.212
H 1.74 1.27 5.15 0.213
H 0.71 -1.31 6.50 0.187
H 1.76 -1.27 5.07 0.212
H 0.24 -2.17 5.02 0.209



100
Properties=species:S:1:pos:R:3:mulliken_charge:R:1 method="wB97M-V/def2-TZVPD" total_charge=0 e_homo_ev=-8.4 smiles="CCCO[C@@]1(C[C@H](C)O)[C@](Cl)(CCSc2nnco2)[C@H](c2ccccn2)OS(=O)(=O)[C@]1([PH2]=N)P(O)Br.CCO.CCO.CCO.CCO" spin_multiplicity=1 lumo_energy_ev=0.379
C 0.76 5.16 -0.17 -1.320
C 0.75 3.84 -0.96 -0.292
C -0.07 2.74 -0.27 0.249
O 0.59 1.49 -0.45 -0.254
C 0.40 0.38 0.42 0.210
C -0.61 0.54 1.56 -1.223
C -2.07 0.99 1.33 -0.269
C -2.47 2.04 2.38 -1.624
O -2.92 -0.16 1.45 -0.261
C 0.05 -0.79 -0.57 1.883
Cl -1.47 -0.26 -1.43 -0.399
C -0.23 -2.14 0.12 -1.691
C -1.61 -2.77 -0.07 -0.655
S -1.65 -4.37 0.84 -0.347
C -1.03 -5.42 -0.39 0.606
N 0.14 -5.97 -0.44 -0.225
N 0.16 -6.77 -1.55 -0.376
C -0.99 -6.65 -2.10 -0.020
O -1.81 -5.82 -1.44 -0.274
C 1.07 -0.87 -1.74 -0.117
C 1.02 -2.18 -2.53 -0.208
C 2.06 -3.09 -2.50 -0.336
C 1.94 -4.25 -3.25 -0.673
C 0.79 -4.43 -4.00 -0.399
C -0.18 -3.44 -3.99 -0.480
N -0.07 -2.33 -3.27 -0.356
O 2.44 -0.59 -1.34 -0.432
S 2.89 -0.94 0.12 1.681
O 2.65 -2.31 0.43 -0.617
O 4.24 -0.47 0.20 -0.805
C 1.83 0.14 1.11 0.226
P 2.81 1.74 1.19 1.019
N 2.16 2.99 1.88 -0.903
P 1.77 -0.75 2.81 0.276
O 3.35 -1.05 2.92 -0.289
Br 1.56 0.86 4.38 -0.238
H 0.49 5.02 0.87 0.320
H 1.76 5.60 -0.17 0.322
H 0.10 5.90 -0.62 0.341
H 1.76 3.48 -1.11 -0.073
H 0.30 4.03 -1.93 0.636
H -1.05 2.69 -0.77 0.413
H -0.24 3.01 0.76 -0.444
H -0.70 -0.39 2.11 0.388
H -0.18 1.24 2.28 0.527
H -2.23 1.44 0.36 -0.136
H -2.04 1.78 3.35 0.417
H -2.03 3.00 2.11 0.280
H -3.55 2.15 2.42 0.534
H -3.47 -0.04 2.23 0.381
H -0.07 -2.07 1.20 0.657
H 0.49 -2.89 -0.19 0.517
H -1.81 -3.01 -1.11 0.416
H -2.41 -2.18 0.38 0.115
H -1.32 -7.16 -2.99 0.438
H 0.82 -0.08 -2.44 0.836
H 2.95 -2.95 -1.91 0.329
H 2.72 -5.00 -3.25 0.420
H 0.65 -5.32 -4.59 0.476
H -1.07 -3.57 -4.59 0.405
H 3.16 1.95 -0.14 -0.101
H 3.99 1.37 1.84 0.034
H 1.23 2.82 2.23 0.278
H 3.48 -1.55 3.74 0.341
C 3.41 -4.58 6.84 -1.066
C 3.84 -4.32 5.41 -0.214
O 4.05 -2.92 5.17 -0.431
H 2.50 -4.04 7.07 0.284
H 3.23 -5.65 7.00 0.337
H 4.18 -4.26 7.54 0.330
H 3.06 -4.63 4.71 0.291
H 4.75 -4.87 5.17 0.253
H 4.74 -2.62 5.76 0.215
C -5.87 -0.67 -1.43 -1.017
C -5.46 0.75 -1.79 -0.165
O -4.51 1.27 -0.87 -0.256
H -6.29 -0.70 -0.43 0.273
H -6.62 -1.05 -2.13 0.398
H -5.01 -1.34 -1.45 0.176
H -6.31 1.42 -1.76 0.177
H -5.04 0.78 -2.80 0.307
H -3.73 0.70 -0.89 0.024
C -6.97 5.71 -0.75 -0.992
C -7.12 4.97 -2.07 -0.189
O -5.93 4.28 -2.43 -0.455
H -6.15 6.42 -0.81 0.260
H -7.88 6.25 -0.50 0.334
H -6.75 5.01 0.06 0.304
H -7.32 5.67 -2.88 0.286
H -7.95 4.26 -2.02 0.240
H -5.73 3.64 -1.74 0.202
C 6.60 2.97 -2.95 -1.059
C 6.46 3.12 -1.44 -0.265
O 5.14 2.79 -1.00 -0.379
H 5.87 3.61 -3.46 0.258
H 7.60 3.24 -3.28 0.376
H 6.40 1.94 -3.25 0.313
H 6.64 4.15 -1.14 0.284
H 7.19 2.48 -0.93 0.280
H 4.97 1.88 -1.24 0.155



41
Properties=species:S:1:pos:R:3:mulliken_charge:R:1 method="wB97M-V/def2-TZVPD" total_charge=+2 e_homo_ev="-14.9 / -14.9" spin_multiplicity=1 lumo_energy_ev="-9.147 / -9.155"
C -2.04 -3.89 -0.92 -0.482
C -3.20 -3.04 -0.40 -1.020
H -2.01 -3.93 -2.00 0.394
H -2.15 -4.92 -0.57 0.414
H -1.01 -3.66 -0.55 -0.233
H -3.16 -1.97 -0.66 0.334
H -4.14 -3.40 -0.85 0.373
H -3.32 -3.17 0.68 0.375
C 2.08 -0.63 -1.90 0.588
C 3.06 -0.02 -2.64 -0.812
C 2.93 1.35 -2.89 -0.482
C 1.79 2.02 -2.43 -0.694
H 2.19 -1.67 -1.53 -0.231
H 3.92 -0.60 -3.00 0.433
H 3.71 1.90 -3.42 0.459
H 1.68 3.08 -2.54 0.408
N 0.89 -0.05 -1.59 0.023
C 0.76 1.31 -1.78 0.511
C -0.41 1.95 -1.17 0.783
N -1.36 1.13 -0.60 -0.135
C -2.38 1.71 0.12 0.139
C -1.48 3.91 -0.25 -0.500
C -2.43 3.08 0.38 -0.820
H -3.18 1.05 0.49 0.414
H -3.19 3.49 1.05 0.454
C -0.50 3.34 -1.05 -0.631
H 0.24 3.95 -1.58 0.365
H -1.49 4.97 -0.09 0.480
Ce -0.65 -1.29 -0.29 0.993
I 1.36 -3.77 -0.72 -0.102
F 2.12 -0.10 5.28 -0.274
C 1.63 -0.16 4.00 0.278
C 1.42 -1.41 3.45 -0.855
C 0.88 -1.44 2.15 -0.235
C 0.56 -0.27 1.49 0.782
C 0.86 0.98 2.04 -0.107
C 1.36 1.04 3.34 -0.770
H 1.66 -2.34 3.98 0.468
H 0.77 -2.43 1.67 0.058
H 0.70 1.89 1.50 0.398
H 1.53 2.00 3.83 0.458



21
Properties=species:S:1:pos:R:3:nbo_charge:R:1 method="wB97M-V/def2-TZVPD" total_charge=0 e_homo_ev=-11.1 smiles=O.O.O.O.O.O.O spin_multiplicity=1 lumo_energy_ev=-0.147
O 0.18 0.81 -0.47 -0.923
H 0.56 0.03 -0.89 0.459
H -0.75 0.60 -0.37 0.464
O 2.45 4.88 0.91 -0.937
H 2.21 3.95 0.80 0.472
H 1.78 5.36 0.42 0.464
O 4.64 -1.68 0.74 -0.913
H 3.71 -1.78 0.97 0.449
H 5.10 -2.27 1.34 0.480
O -3.94 -2.18 -0.70 -0.937
H -3.01 -1.96 -0.70 0.462
H -4.00 -2.96 -0.13 0.476
O -0.83 2.73 -1.57 -0.933
H -1.66 2.90 -2.03 0.463
H -0.28 3.49 -1.79 0.469
O 3.47 -3.83 -0.50 -0.931
H 2.54 -4.11 -0.52 0.459
H 3.45 -2.97 -0.07 0.456
O -5.44 -0.65 1.50 -0.938
H -4.80 -0.32 0.85 0.474
H -5.38 -0.03 2.23 0.463



65
Properties=species:S:1:pos:R:3:lowdin_spin:R:1 method="wB97M-V/def2-TZVPD" total_charge=0 e_homo_ev="-7.2 / -8.4" spin_multiplicity=5 s_squared=6.019 lumo_energy_ev="0.440 / 0.202"
Cr 0.74 0.64 -0.03 3.713
C 2.61 -2.41 -0.60 0.007
C 1.28 -2.55 0.06 0.011
C 0.50 -3.70 0.26 0.002
C -0.65 -3.25 0.89 0.007
C -1.84 -4.03 1.36 0.001
N -0.55 -1.92 1.03 0.007
N 0.64 -1.49 0.53 0.024
B -1.52 -0.87 1.65 0.003
N -0.72 0.08 2.57 0.002
N 0.30 0.89 2.12 0.010
C 0.71 1.58 3.17 0.012
C 1.80 2.59 3.06 0.004
C -0.01 1.22 4.31 0.001
C -0.91 0.27 3.89 0.006
C -1.95 -0.45 4.68 0.001
N -2.19 -0.06 0.51 0.006
N -1.45 0.88 -0.14 0.022
C -2.23 1.42 -1.06 0.010
C -1.71 2.47 -1.99 0.008
C -3.51 0.85 -1.00 0.002
C -3.44 -0.08 0.02 0.006
C -4.51 -0.98 0.56 0.001
H 3.17 -3.34 -0.55 0.000
H 3.19 -1.62 -0.13 0.004
H 2.50 -2.15 -1.66 0.001
H 0.75 -4.72 0.01 0.000
H -1.66 -5.09 1.20 0.000
H -2.74 -3.75 0.81 0.000
H -2.03 -3.86 2.42 0.000
H -2.36 -1.44 2.29 0.000
H 2.08 2.71 2.02 0.004
H 2.68 2.30 3.63 0.000
H 1.46 3.56 3.43 0.000
H 0.09 1.61 5.31 0.000
H -1.90 -0.12 5.72 0.000
H -1.79 -1.53 4.66 0.000
H -2.95 -0.26 4.30 0.000
H -0.69 2.74 -1.71 0.006
H -2.32 3.37 -1.96 0.001
H -1.69 2.11 -3.02 0.000
H -4.38 1.09 -1.60 0.000
H -5.45 -0.78 0.05 0.000
H -4.65 -0.84 1.63 0.000
H -4.26 -2.03 0.40 0.000
F 5.12 4.12 -0.52 -0.002
C 4.25 3.27 -1.10 0.001
C 3.29 2.66 -0.32 0.023
C 2.36 1.77 -0.87 0.016
C 2.48 1.52 -2.27 0.017
C 3.47 2.17 -3.00 -0.002
F 3.60 1.95 -4.34 -0.002
C 4.37 3.05 -2.46 0.018
C 1.53 0.55 -2.87 0.018
C 1.47 0.16 -4.21 -0.001
C 0.53 -0.77 -4.61 0.014
C -0.35 -1.30 -3.68 0.000
C -0.25 -0.87 -2.38 0.013
N 0.66 0.03 -1.99 -0.001
H 3.30 2.91 0.73 0.001
H 5.13 3.53 -3.06 0.001
H 2.16 0.57 -4.92 0.000
H 0.49 -1.08 -5.65 0.001
H -1.10 -2.03 -3.96 0.000
H -0.91 -1.25 -1.60 0.001



9
Properties=species:S:1:pos:R:3:nbo_charge:R:1 method="wB97M-V/def2-TZVPD" total_charge=0 e_homo_ev=-9.9 smiles="CC(=O)N=C=O" spin_multiplicity=1 lumo_energy_ev=-0.407
C -1.47 0.06 0.00 -0.693
C -0.05 -0.48 0.02 0.619
O 0.27 -1.64 -0.01 -0.605
N 0.78 0.59 0.06 -0.590
C 2.40 0.36 0.01 0.946
O 3.51 0.58 -0.05 -0.391
H -2.08 -0.56 0.65 0.241
H -1.87 -0.01 -1.01 0.240
H -1.49 1.09 0.33 0.234



11
Properties=species:S:1:pos:R:3:nbo_charge:R:1 method="wB97M-V/def2-TZVPD" total_charge=0 e_homo_ev=-8.5 smiles=C#Cc1ccco1 spin_multiplicity=1 lumo_energy_ev=0.649
C -0.20 -1.77 2.45 -0.174
C -0.13 -1.11 1.44 -0.068
C -0.05 -0.31 0.26 0.214
C 0.78 0.75 -0.02 -0.279
C 0.49 1.09 -1.36 -0.263
C -0.57 0.34 -1.74 0.038
O -0.88 -0.59 -0.78 -0.387
H -0.27 -2.37 3.34 0.240
H 1.42 1.27 0.67 0.239
H 0.83 1.91 -1.98 0.229
H -1.38 0.95 -2.11 0.211



7
Properties=species:S:1:pos:R:3:nbo_charge:R:1 method="wB97M-V/def2-TZVPD" total_charge=+3 e_homo_ev=-27.6 spin_multiplicity=1 lumo_energy_ev=-22.636
In 0.11 0.00 0.03 2.211
O 0.74 2.65 -0.19 -0.809
H 1.31 3.23 0.41 0.597
H 0.62 3.16 -1.05 0.587
O -0.86 -2.62 0.19 -0.765
H -1.15 -3.03 1.06 0.585
H -0.77 -3.39 -0.46 0.594



11
Properties=species:S:1:pos:R:3:nbo_charge:R:1 method="wB97M-V/def2-TZVPD" total_charge=0 e_homo_ev=-9.5 smiles="O=C1NO[C@H](C=S)O1" spin_multiplicity=1 lumo_energy_ev=-1.303
O 1.72 1.75 0.00 -0.552
C 1.24 0.63 -0.08 0.826
N 1.18 -0.30 -0.99 -0.371
O 0.88 -1.53 -0.39 -0.345
C -0.03 -1.01 0.64 0.229
C -1.35 -0.73 0.05 -0.332
S -2.23 0.67 -0.16 0.137
O 0.92 0.01 1.19 -0.481
H 1.87 -0.55 -1.68 0.426
H -0.12 -1.73 1.49 0.232
H -1.80 -1.58 -0.52 0.233



29
Properties=species:S:1:pos:R:3:nbo_charge:R:1 method="wB97M-V/def2-TZVPD" total_charge=+1 e_homo_ev=-12.3 smiles="CC(C)[C@@H]1[NH2+][C@H]2C=CC=C[C@H]2P1" spin_multiplicity=1 lumo_energy_ev=-3.673
C 2.72 1.41 0.67 -0.616
C 2.19 0.10 0.00 -0.208
C 2.39 -1.12 0.85 -0.620
C 0.63 0.21 -0.16 -0.351
N 0.09 -0.65 -1.13 -0.541
C -1.47 -0.40 -1.31 -0.054
C -2.12 -1.52 -0.57 -0.254
C -2.67 -1.42 0.68 -0.133
C -2.81 -0.15 1.28 -0.255
C -2.37 0.95 0.60 -0.154
C -1.73 0.96 -0.72 -0.549
P -0.07 1.89 -0.52 0.657
H 2.34 1.58 1.65 0.218
H 2.31 2.23 0.08 0.210
H 3.84 1.61 0.66 0.251
H 2.71 0.10 -1.06 0.211
H 2.03 -0.81 1.83 0.220
H 3.50 -1.14 1.00 0.244
H 1.99 -1.96 0.44 0.195
H 0.27 0.08 0.86 0.249
H 0.34 -1.69 -0.89 0.447
H 0.65 -0.34 -1.91 0.433
H -1.58 -0.48 -2.34 0.232
H -2.08 -2.42 -1.07 0.215
H -2.98 -2.26 1.24 0.237
H -3.10 0.07 2.29 0.243
H -2.60 1.92 1.07 0.236
H -2.35 1.50 -1.57 0.292
H -0.05 1.77 -1.97 -0.056



| no. | energy (a.u.) |
| --- | --- |
| 1 | -631.5702 |
| 2 | -4375.8216 |
| 3 | -1120.1460 |
| 4 | -6619.8598 |
| 5 | -1678.2846 |
| 6 | -535.0210 |
| 7 | -2660.0792 |
| 8 | -321.2733 |
| 9 | -306.1464 |
| 10 | -341.3788 |
| 11 | -794.6480 |
| 12 | -787.0081 |